No. 1
Computed, not measured: a 2-piece molecular cluster, C3H8N4O overall at a distorted geometry, with ωB97M-V/def2-TZVPD.

```
16
Properties=species:S:1:pos:R:3:mulliken_charge:R:1
N 1.81 -0.22 -0.25 -0.81
H 0.74 -0.43 -1.99 0.37
N -0.66 0.49 1.98 -0.12
H -1.07 -1.36 2.98 0.20
N -1.03 -0.76 -1.21 -0.21
C 0.03 0.23 -1.55 -1.04
N -1.42 -0.55 0.03 -0.57
H -0.33 1.07 -2.12 0.28
H -1.98 -0.83 -1.78 0.31
H 1.91 -1.21 -0.83 0.32
O -1.58 0.06 2.68 -0.43
H 2.55 0.36 -0.73 0.27
H 0.25 0.67 2.23 0.27
H 0.85 1.65 0.14 0.34
C -0.62 0.24 0.63 0.21
C 0.57 0.59 -0.22 0.63
```

The orbital gap comes out at 7.448 eV. The net charge is 0. For the HOMO energy, the calculation gives -7.538 eV.

=====

No. 2
Computed, not measured: C2H2F2O2 as an isolated structure at a distorted geometry, with ωB97M-V/def2-TZVPD.

```
8
Properties=species:S:1:pos:R:3:mulliken_charge:R:1
F 0.01 1.47 0.94 -0.17
C 2.06 -0.07 0.10 0.35
O 2.34 -1.08 0.65 -0.42
H 0.01 0.88 -1.09 0.26
C 0.20 0.47 0.01 0.19
H 0.13 -1.36 0.77 0.41
O -0.41 -0.72 0.11 -0.42
F 2.87 0.72 -0.59 -0.20
```

The orbital gap (spin up / spin down) comes out at 6.379 / 8.528 eV. The net charge is 0. The spin multiplicity is 3. The expectation value of S² is 2.01. For the HOMO energy (spin up / spin down), the calculation gives -5.773 / -12.316 eV.

=====

No. 3
Computed, not measured: a 2-piece molecular cluster, C3H6N overall at a distorted geometry, with ωB97M-V/def2-TZVPD.

```
10
Properties=species:S:1:pos:R:3:mulliken_charge:R:1
H -0.35 -1.82 -1.59 0.08
H 1.56 -0.66 0.54 0.36
H 1.48 0.71 -0.52 0.37
H 1.20 0.77 1.15 0.40
C -1.56 0.74 0.06 -0.15
H -2.07 -1.35 0.99 0.37
H -1.94 1.73 -0.06 0.40
C -1.59 -0.52 0.54 -0.18
C -0.39 -0.09 -0.11 -0.37
N 1.12 0.19 0.22 -0.29
```

The orbital gap (spin up / spin down) comes out at 9.436 / 8.501 eV. The net charge is +1. For the HOMO energy (spin up / spin down), the calculation gives -14.107 / -12.828 eV.

=====

No. 4
Computed, not measured: one molecule with the formula C4H4 at a distorted geometry, with ωB97M-V/def2-TZVPD.

```
8
Properties=species:S:1:pos:R:3:mulliken_charge:R:1
C -0.41 -0.64 -0.05 -0.30
C 0.94 -0.05 0.17 -0.16
H -1.80 0.90 -1.01 0.40
C 0.06 1.08 0.14 -0.36
C -0.94 0.54 -0.62 -0.18
H 1.26 -0.34 1.21 0.23
H 1.58 -0.22 -0.73 0.25
H -0.70 -1.27 0.88 0.14
```

Its structure (SMILES) is C1=C2C[C@H]12. The orbital gap (spin up / spin down) comes out at 9.236 / 9.235 eV. The net charge is 0. For the HOMO energy (spin up / spin down), the calculation gives -8.478 / -8.477 eV.

=====

For each record above, in turn, the calculated ΔE to the lowest compared entry with this formula, charge and spin values are 857.31, 203.65, 582.62, 248.27 kJ/mol.